No. 1
The following is a quantum chemistry calculation of an isolated molecule of C5H12N2O in a non-equilibrium geometry, from OMol25.

Calculated values
maximum force: 3.44 eV/A
energy: -382.40027 Ha
relative energy (zero: lowest compared OMol25 entry of this formula, charge and spin): 268.5 kJ/mol
lowest unoccupied orbital energy: 0.0298 Eh
spin multiplicity: 1
SMILES string: C=NCC[C@H](N)CO

Last column: natural (NBO) charge in e.
Element x y z (Å)
C1 1.18963 0.37873 1.72089  -0.083
O1 2.45867 -0.27698 1.51745  -0.740
C2 0.34070 0.00501 0.48591  -0.072
C3 -1.01858 0.71694 0.44355  -0.419
C4 -1.94743 0.28518 -0.68084  -0.268
C5 -0.44405 -0.07645 -2.48920  -0.093
N1 -1.31662 0.70520 -2.00472  -0.398
N2 0.21109 -1.43673 0.36262  -0.847
H1 1.44851 1.45821 1.74687  0.175
H2 0.68791 -0.07944 2.55905  0.161
H3 3.02538 0.10978 2.19705  0.471
H4 1.05728 0.26931 -0.32023  0.197
H5 -0.82280 1.80514 0.47403  0.227
H6 -1.47017 0.36030 1.41339  0.202
H7 -2.40949 -0.68770 -0.76461  0.209
H8 -2.80130 0.98734 -0.64233  0.200
H9 -0.10834 -0.96662 -1.92302  0.179
H10 0.18271 0.36592 -3.26203  0.171
H11 -0.29554 -1.87449 1.13495  0.350
H12 1.14858 -1.81704 0.42960  0.377


No. 2
The following is a quantum chemistry calculation of a cluster of 2 separate species, CH3IO2P in total in a non-equilibrium geometry, from OMol25.

Calculated values
maximum force: 3.49 eV/A
energy: -829.48003 Ha
relative energy (zero: lowest compared OMol25 entry of this formula, charge and spin): 308.1 kJ/mol
lowest unoccupied orbital energy (spin up / spin down): 0.1128 / 0.1052 Eh
net charge: -1
spin multiplicity: 1

Last column: natural (NBO) charge in e.
Element x y z (Å)
C1 1.02214 -0.41702 1.22144  -0.629
O1 -1.27986 2.00429 -0.93576  -1.108
O2 -2.38972 -0.28925 -0.65008  -1.108
P1 -1.15224 0.54060 -0.72785  1.755
I1 0.09343 -0.28949 -2.75351  -0.398
H1 0.67537 -0.93030 2.12190  0.162
H2 1.14959 -0.97173 0.37911  0.162
H3 1.88129 0.35290 1.34474  0.164


No. 3
The following is a quantum chemistry calculation of a structure of composition C15H19ClOsSi in a non-equilibrium geometry, from OMol25.

Calculated values
maximum force: 5.66 eV/A
energy: -1423.04119 Ha
relative energy (zero: lowest compared OMol25 entry of this formula, charge and spin): 0.0 kJ/mol
lowest unoccupied orbital energy (spin up / spin down): 0.0056 / -0.0822 Eh
spin multiplicity: 5

Last column: Löwdin spin population.
Element x y z (Å)
C1 0.95989 -1.42700 -0.97065  0.063
C2 0.95520 -1.45379 -2.40068  0.105
C3 -0.37778 -1.72054 -2.83233  0.260
H1 1.84254 -1.37984 -2.99446  0.005
C4 -1.25031 -1.58123 -1.72818  0.090
C5 -0.44656 -1.49212 -0.54620  0.035
H2 -0.79029 -1.53621 0.49997  0.003
H3 1.82647 -1.25461 -0.32560  0.006
H4 -0.76906 -1.91576 -3.83833  0.015
H5 -2.34500 -1.63017 -1.71236  0.009
Os1 0.00018 0.29416 -1.61124  2.148
Cl1 1.95743 1.51107 -0.87886  0.267
C6 0.00463 1.91109 -2.98581  0.009
C7 -1.20671 1.39598 -3.60309  0.220
C8 -0.83540 0.40855 -4.55643  0.208
H6 -2.18446 1.84451 -3.44412  0.011
C9 0.57434 0.22841 -4.49505  0.186
C10 1.11394 1.13432 -3.56329  0.143
H7 2.17611 1.25735 -3.36937  0.005
H8 0.05997 2.82670 -2.40510  0.009
H9 -1.51157 -0.12920 -5.22514  0.007
H10 1.16361 -0.49067 -5.07211  0.008
C11 -1.52998 1.15776 4.34689  0.004
Si1 -0.15591 0.19371 3.53225  0.020
C12 1.38086 0.97463 4.24609  0.002
C13 0.01741 -1.60451 4.17738  0.002
C14 -0.18569 0.37190 1.68297  0.126
C15 -0.25717 0.55706 0.44137  0.032
H11 -1.45294 1.15109 5.44955  0.001
H12 -2.54130 0.82542 4.08648  0.000
H13 -1.47934 2.17103 3.94004  0.000
H14 1.33668 1.00066 5.34614  0.000
H15 2.27140 0.42825 3.94841  0.000
H16 1.45395 1.97629 3.81969  0.000
H17 -0.80752 -2.29398 3.94609  0.000
H18 0.95379 -2.06980 3.81097  0.000
H19 0.07859 -1.64052 5.28410  0.000


No. 4
The following is a quantum chemistry calculation of a structure of composition C33H57ClEuN2O2Si in a non-equilibrium geometry, from OMol25.

Calculated values
maximum force: 4.83 eV/A
energy: -3011.57448 Ha
relative energy (zero: lowest compared OMol25 entry of this formula, charge and spin): 0.0 kJ/mol
lowest unoccupied orbital energy (spin up / spin down): 0.0057 / 0.0057 Eh
spin multiplicity: 8

Last column: Löwdin spin population.
Element x y z (Å)
O1 2.01267 -2.19997 -3.51258  -0.001
O2 0.82483 -0.68896 -4.95485  -0.001
C1 3.27510 -2.84308 -3.27748  0.000
C2 3.34685 -3.78028 -2.12393  0.000
H1 4.03032 -2.01648 -3.18498  0.000
H2 3.56797 -3.37412 -4.20209  0.000
H3 3.04031 -3.30720 -1.19525  0.000
H4 4.35179 -4.14815 -1.97666  0.000
H5 2.75466 -4.66552 -2.27374  0.000
C3 0.85274 -2.93271 -3.09541  0.000
C4 0.51727 -4.02774 -4.05853  0.000
H6 0.02953 -2.21975 -2.97748  0.000
H7 1.02040 -3.38403 -2.12707  0.000
H8 0.15948 -3.60386 -5.00204  0.000
H9 -0.28576 -4.67883 -3.67809  0.000
H10 1.36955 -4.68659 -4.29273  0.000
C5 -0.46830 -0.36136 -5.58520  0.000
C6 1.89813 -0.76028 -5.93127  0.000
C7 -1.60298 -0.74967 -4.71677  0.000
H11 -0.52777 -0.83847 -6.56928  0.000
H12 -0.44957 0.71116 -5.81791  0.000
H13 -1.65760 -1.83864 -4.63287  0.000
H14 -2.54647 -0.40877 -5.17539  0.000
H15 -1.50275 -0.30179 -3.72599  0.000
C8 1.85140 -2.07560 -6.66166  0.000
H16 2.83386 -0.66205 -5.34175  0.000
H17 1.81074 0.07019 -6.63114  0.000
H18 1.99953 -2.92305 -5.96865  0.000
H19 2.62581 -2.10568 -7.44237  0.000
H20 0.88937 -2.19997 -7.22278  0.000
H21 1.16463 -0.78239 -4.02234  -0.001
N1 -0.78204 -0.05730 1.12875  -0.010
C9 -1.55482 0.39252 2.11258  0.001
C10 -2.44404 1.48351 2.02112  0.000
C11 -2.73575 2.22813 0.84308  0.002
C12 -1.55690 -0.34817 3.43322  0.000
H22 -0.54551 -0.65533 3.71814  0.000
H23 -2.17709 -1.25386 3.35138  0.000
H24 -1.96319 0.30064 4.20276  0.000
C13 -3.96723 3.11708 0.85550  0.000
H25 -4.68329 2.84590 0.06759  0.000
H26 -3.69651 4.17156 0.70044  0.000
H27 -4.46616 3.02610 1.81784  0.000
N2 -1.98960 2.18215 -0.23075  -0.012
C14 -0.27424 -1.37665 1.05034  0.001
C15 1.10826 -1.63783 1.22935  0.001
C16 2.09347 -0.55917 1.56340  0.002
C17 1.56306 -2.96677 1.11277  0.000
H28 2.62337 -3.17852 1.28824  0.000
C18 0.66449 -3.98644 0.80944  0.000
H29 1.03657 -5.03118 0.73722  0.000
C19 -0.67767 -3.71722 0.58726  0.000
H30 -1.37934 -4.52513 0.33454  0.000
C20 -1.17022 -2.41275 0.68745  0.001
C21 -2.61714 -2.11281 0.46680  0.000
C22 -2.23794 2.83917 -1.45242  0.000
C23 -1.62259 4.09224 -1.71672  0.001
C24 -1.08147 4.93587 -0.60197  0.001
C25 -1.54058 4.52594 -3.03024  0.000
H31 -1.02918 5.46405 -3.27186  0.000
C26 -2.11095 3.76968 -4.08732  0.001
H32 -2.02782 4.10000 -5.11700  0.000
C27 -2.81923 2.56971 -3.77268  0.000
H33 -3.30558 2.01482 -4.58841  0.000
C28 -2.91007 2.11583 -2.47071  0.002
C29 -3.62770 0.85841 -2.13122  0.001
Eu1 0.33541 1.43811 -0.51743  7.009
H34 2.70976 -0.29510 0.69038  0.001
H35 2.78584 -0.91270 2.34250  0.000
H36 1.61914 0.35849 1.94462  0.000
H37 -2.76148 -1.20193 -0.12096  0.000
H38 -3.15148 -2.00575 1.42205  0.000
H39 -3.07975 -2.94097 -0.08042  0.000
H40 -0.51114 5.76282 -1.02396  0.000
H41 -0.40851 4.38585 0.06688  0.001
H42 -1.88172 5.34770 0.00047  0.000
H43 -4.25747 0.96639 -1.25327  0.000
H44 -2.94102 0.02706 -1.93755  0.001
H45 -4.26206 0.54507 -2.96130  0.000
H46 -3.04250 1.70718 2.89326  0.000
C30 1.04688 0.31829 -2.45643  -0.006
Si1 2.16731 1.68099 -3.03776  0.004
H47 -0.06189 0.32254 -2.54996  0.003
H48 1.41564 -0.44345 -1.75179  0.002
C31 3.89123 1.08604 -3.40078  0.000
C32 2.31135 3.05808 -1.80157  0.004
C33 1.42212 2.52215 -4.57032  0.001
H49 1.85148 3.54050 -4.66329  0.000
H50 0.32431 2.65102 -4.48215  0.000
H51 1.63369 1.98530 -5.50678  0.000
H52 4.46683 1.04585 -2.46890  0.000
H53 4.41107 1.77016 -4.08004  0.000
H54 3.93460 0.08707 -3.84098  0.000
H55 2.60369 2.75896 -0.79783  0.001
H56 1.42442 3.70194 -1.69910  0.000
H57 3.10600 3.73301 -2.16681  0.001
Cl1 1.23801 2.89787 1.46187  -0.013


No. 5
The following is a quantum chemistry calculation of a cluster of 4 separate species, C3H14NO4 in total in a non-equilibrium geometry, from OMol25.

Calculated values
maximum force: 7.12 eV/A
energy: -478.12480 Ha
relative energy (zero: lowest compared OMol25 entry of this formula, charge and spin): 211.4 kJ/mol
lowest unoccupied orbital energy: -0.1128 Eh
net charge: +1
spin multiplicity: 1

Last column: natural (NBO) charge in e.
Element x y z (Å)
O1 0.22651 1.03758 -1.82798  -0.482
C1 -0.93112 0.82774 -1.63025  0.428
C2 -0.91199 0.33782 -0.09668  -0.119
C3 -2.03731 -0.53747 0.28792  -0.659
N1 0.42216 -0.39894 0.24613  -0.765
H1 -1.85289 1.02699 -2.07954  0.167
H2 -0.79551 1.33849 0.52266  0.262
H3 -2.31283 -1.12503 -0.59925  0.218
H4 -2.81246 0.22606 0.61951  0.253
H5 -1.67286 -1.20086 1.07924  0.237
H6 1.28660 0.13355 0.14399  0.457
H7 0.75108 -1.18279 -0.44461  0.465
H8 0.32189 -0.98372 1.17856  0.477
H9 0.72232 -1.94113 -2.65062  0.483
H10 1.81908 -0.92765 -3.03510  0.511
O2 1.37273 -1.35387 -2.24587  -0.974
H11 1.95842 2.10558 1.96195  0.474
H12 1.25583 3.31329 1.56742  0.488
O3 1.17890 2.35577 1.49187  -0.956
H13 -0.32221 -1.38378 3.66431  0.499
H14 0.29268 -2.59718 3.14950  0.498
O4 -0.06711 -1.76171 2.81112  -0.963


No. 6
The following is a quantum chemistry calculation of a cluster of 3 separate species, C23H59N10O2P2S2 in total in a non-equilibrium geometry, from OMol25.

Calculated values
maximum force: 5.86 eV/A
energy: -3088.45370 Ha
lowest unoccupied orbital energy: -0.1925 Eh
net charge: +1
spin multiplicity: 1

Last column: Löwdin charge in e.
Element x y z (Å)
C1 0.93735 -3.41570 2.79156  -0.112
C2 2.06745 -2.75220 2.01610  -0.220
N1 2.28893 -1.29854 2.25620  -0.217
C3 2.48313 -0.57706 0.98353  -0.267
C4 2.82426 0.91469 1.16824  -0.075
C5 1.32592 -0.68239 3.07509  -1.127
S1 1.66121 -0.36936 4.63262  0.747
S2 -0.22373 -0.23268 2.34251  0.923
C6 -1.09649 0.81423 3.51723  -0.480
C7 -2.55698 0.36104 3.67321  -0.248
C8 -3.48574 0.95370 2.58872  -0.125
C9 -4.13933 -0.07872 1.65245  -0.265
C10 -5.66668 0.07477 1.28541  -0.100
N2 -6.32288 -1.22336 1.60439  0.076
C11 -5.21507 -2.11323 1.53991  -0.286
N3 -5.30388 -3.33761 1.10151  0.290
N4 -4.07218 -1.48437 2.05270  0.091
H1 1.10749 -3.37335 3.86525  0.070
H2 -0.05488 -3.06919 2.51324  0.037
H3 0.97244 -4.47817 2.53649  0.074
H4 1.91090 -2.92795 0.94876  0.105
H5 2.98599 -3.27728 2.28312  0.120
H6 1.61968 -0.68480 0.31657  0.090
H7 3.33837 -1.04734 0.50075  0.118
H8 3.82139 1.09934 0.77404  0.072
H9 2.13076 1.50107 0.57231  0.067
H10 2.84386 1.22520 2.20938  0.065
H11 -0.64460 0.84188 4.50370  0.035
H12 -1.10113 1.82871 3.11980  0.080
H13 -2.62700 -0.71823 3.78008  0.086
H14 -2.87768 0.78114 4.62768  0.113
H15 -4.28608 1.50673 3.08470  0.115
H16 -2.96000 1.67884 1.97416  0.118
H17 -3.63977 0.04527 0.69384  0.141
H18 -5.74489 0.13552 0.20031  0.120
H19 -6.18947 0.95934 1.63517  0.129
H20 -6.41565 -1.19272 2.62628  0.157
H21 -4.91759 -4.09973 1.64543  0.159
H22 -5.74964 -3.55168 0.21852  0.157
H23 -4.20129 -1.66575 3.05267  0.154
O1 3.33440 4.30417 -0.10263  -0.280
P1 3.60753 5.67847 -0.64302  0.698
N5 5.31625 5.78829 -0.57034  -0.324
C12 6.01204 5.52193 0.68282  -0.121
C13 5.93481 5.00514 -1.64120  -0.135
N6 2.78461 6.61457 0.59158  -0.314
C14 3.45641 7.16880 1.74933  -0.149
C15 1.48998 6.07090 0.97670  -0.157
N7 3.48506 6.94849 -1.78919  -0.348
C16 4.08364 8.24232 -1.58978  -0.123
C17 2.21295 7.03011 -2.49449  -0.136
H24 7.08080 5.69115 0.54105  0.084
H25 5.87107 4.49508 1.04084  0.087
H26 5.70560 6.20565 1.46852  0.048
H27 5.54253 5.31571 -2.61234  0.075
H28 5.74175 3.93146 -1.52169  0.079
H29 7.01246 5.16713 -1.65874  0.082
H30 4.32792 7.75749 1.46038  0.070
H31 3.76818 6.39974 2.47194  0.083
H32 2.78693 7.86600 2.25978  0.082
H33 1.58038 5.24838 1.69936  0.077
H34 0.95704 5.69058 0.10287  0.067
H35 0.87265 6.86020 1.41251  0.080
H36 3.45389 8.88655 -0.96005  0.086
H37 4.20628 8.73068 -2.56049  0.087
H38 5.07231 8.17369 -1.14691  0.075
H39 1.44875 7.54995 -1.89799  0.081
H40 1.83882 6.03012 -2.72760  0.077
H41 2.32866 7.55616 -3.44411  0.080
O2 -0.13526 -4.11972 -3.02547  -0.259
P2 -1.53772 -4.61382 -2.84319  0.700
N8 -1.70928 -4.60805 -1.13006  -0.321
C18 -0.74403 -5.31302 -0.29347  -0.117
C19 -1.87001 -3.24721 -0.63229  -0.156
N9 -1.36829 -6.20436 -3.53952  -0.317
C20 -1.07679 -7.38836 -2.75419  -0.144
C21 -0.60416 -6.22415 -4.78514  -0.139
N10 -3.24402 -4.61023 -3.09261  -0.352
C22 -4.12241 -5.57362 -2.48836  -0.140
C23 -3.67558 -4.23294 -4.43469  -0.130
H42 -1.04912 -5.23427 0.75299  0.076
H43 0.27286 -4.91371 -0.38484  0.088
H44 -0.71816 -6.37533 -0.51603  0.052
H45 -2.70915 -2.75002 -1.13124  0.066
H46 -0.97094 -2.64140 -0.80424  0.082
H47 -2.09618 -3.24575 0.43741  0.058
H48 -1.77664 -7.49973 -1.92372  0.067
H49 -0.05043 -7.39793 -2.35997  0.086
H50 -1.21266 -8.27736 -3.37375  0.085
H51 0.47764 -6.21422 -4.61028  0.084
H52 -0.85056 -5.35819 -5.40190  0.072
H53 -0.86305 -7.11421 -5.36138  0.084
H54 -4.14425 -6.51583 -3.05212  0.090
H55 -5.14153 -5.16863 -2.47171  0.077
H56 -3.84946 -5.78863 -1.45819  0.065
H57 -3.61321 -5.07726 -5.13443  0.085
H58 -3.05311 -3.42435 -4.82385  0.081
H59 -4.70463 -3.86670 -4.42446  0.078